{
  "formula": "C45H37ClCuN5O6S2",
  "method": "ωB97M-V/def2-TZVPD",
  "species": ["Cu", "C", "C", "C", "C", "C", "C", "C", "S", "O", "C", "C", "C", "C", "C", "C", "C", "C", "C", "C", "C", "C", "C", "C", "C", "C", "C", "C", "C", "C", "S", "O", "C", "C", "C", "C", "C", "C", "C", "H", "H", "H", "H", "H", "H", "H", "H", "H", "H", "H", "H", "H", "H", "H", "H", "H", "H", "H", "H", "H", "H", "H", "H", "H", "H", "O", "Cl", "O", "O", "O", "C", "C", "N", "C", "C", "N", "C", "N", "N", "N", "C", "C", "C", "C", "C", "C", "H", "H", "H", "H", "H", "H", "H", "H", "H", "H", "H"],
  "positions_angstrom": [[0.989, 1.900, -1.208], [-3.175, -4.146, -4.507], [-2.542, -3.067, -3.677], [-2.561, -3.133, -2.285], [-1.938, -2.170, -1.511], [-1.304, -1.115, -2.151], [-1.270, -1.014, -3.534], [-1.893, -1.993, -4.287], [-0.535, 0.079, -1.080], [-0.171, -0.610, 0.163], [-1.755, 1.353, -0.876], [-2.054, 2.044, -2.080], [-2.857, 3.137, -2.041], [-3.371, 3.611, -0.810], [-4.177, 4.770, -0.755], [-4.643, 5.232, 0.441], [-4.321, 4.559, 1.638], [-3.547, 3.436, 1.618], [-3.053, 2.929, 0.391], [-2.231, 1.763, 0.343], [-1.926, 1.058, 1.622], [-2.908, 0.191, 2.181], [-4.100, -0.142, 1.488], [-5.010, -0.994, 2.045], [-4.782, -1.549, 3.323], [-3.647, -1.239, 4.015], [-2.681, -0.365, 3.462], [-1.503, -0.020, 4.170], [-0.562, 0.790, 3.609], [-0.766, 1.303, 2.310], [0.462, 2.331, 1.487], [0.275, 3.733, 1.884], [1.956, 1.725, 2.252], [2.257, 0.368, 2.300], [3.472, -0.027, 2.834], [4.402, 0.909, 3.288], [5.730, 0.467, 3.840], [4.080, 2.261, 3.206], [2.860, 2.678, 2.690], [-3.970, -4.650, -3.960], [-2.429, -4.896, -4.779], [-3.589, -3.743, -5.430], [-3.069, -3.956, -1.798], [-1.934, -2.233, -0.430], [-0.762, -0.197, -4.027], [-1.869, -1.927, -5.368], [-1.636, 1.712, -3.023], [-3.093, 3.674, -2.950], [-4.411, 5.287, -1.678], [-5.255, 6.123, 0.478], [-4.687, 4.944, 2.581], [-3.295, 2.934, 2.542], [-4.287, 0.287, 0.511], [-5.917, -1.241, 1.509], [-5.516, -2.216, 3.754], [-3.470, -1.655, 4.999], [-1.359, -0.412, 5.169], [0.335, 1.046, 4.155], [1.547, -0.363, 1.934], [3.705, -1.083, 2.912], [5.658, -0.519, 4.299], [6.099, 1.168, 4.587], [6.479, 0.410, 3.047], [4.786, 3.001, 3.561], [2.597, 3.726, 2.631], [0.118, 4.165, -1.252], [1.484, 4.292, -1.742], [1.573, 3.413, -2.902], [1.862, 5.615, -2.018], [2.332, 3.665, -0.713], [1.933, -0.740, -3.211], [2.795, -0.261, -2.102], [2.593, 0.815, -1.362], [3.667, 0.953, -0.505], [4.512, -0.080, -0.718], [3.962, -0.828, -1.742], [4.428, -2.134, -2.186], [3.381, -3.101, -2.032], [2.851, -3.708, -3.131], [1.830, -4.385, -2.787], [1.612, -4.200, -1.434], [0.616, -4.703, -0.593], [0.641, -4.297, 0.721], [1.630, -3.414, 1.201], [2.628, -2.923, 0.390], [2.596, -3.346, -0.942], [1.320, 0.087, -3.564], [1.290, -1.568, -2.907], [2.542, -1.089, -4.044], [3.750, 1.777, 0.181], [5.447, -0.342, -0.255], [5.297, -2.389, -1.581], [4.707, -2.124, -3.238], [-0.134, -5.384, -0.971], [-0.109, -4.661, 1.410], [1.602, -3.121, 2.243], [3.386, -2.248, 0.765]],
  "mulliken_spin": [0.616, 0.000, 0.003, -0.001, -0.001, 0.058, 0.014, -0.001, 0.004, 0.046, -0.007, 0.027, -0.004, 0.010, -0.009, 0.009, -0.004, 0.006, 0.005, 0.008, -0.001, 0.004, 0.001, 0.000, 0.000, 0.000, 0.000, 0.000, 0.001, 0.000, 0.006, 0.000, -0.010, 0.006, 0.001, 0.000, 0.000, 0.000, 0.001, 0.000, 0.000, 0.000, 0.000, 0.000, 0.006, 0.000, 0.011, 0.000, 0.000, 0.000, 0.000, 0.000, 0.000, 0.000, 0.000, 0.000, 0.000, 0.000, 0.001, 0.000, 0.000, 0.000, 0.000, 0.000, 0.000, 0.019, -0.005, 0.001, 0.002, 0.052, -0.010, -0.004, 0.120, 0.002, 0.008, 0.000, 0.001, 0.000, 0.000, 0.000, 0.001, 0.000, 0.000, 0.000, -0.001, 0.000, 0.003, 0.001, 0.000, 0.004, 0.001, 0.000, 0.000, 0.000, 0.000, 0.000, 0.000],
  "total_charge": 1,
  "spin_multiplicity": 2,
  "s2": 0.7551,
  "lumo_energy_ev": [-2.6, -5.5],
  "de_lowest_ev": 0.161,
  "orbital_gap_ev": [8.3, 5.3]
}

{
  "formula": "C45H37FN3O24",
  "method": "ωB97M-V/def2-TZVPD",
  "species": ["C", "C", "C", "N", "C", "C", "N", "N", "C", "C", "C", "F", "C", "H", "H", "H", "H", "H", "H", "H", "H", "H", "H", "H", "H", "H", "C", "C", "C", "O", "C", "C", "C", "O", "O", "O", "H", "H", "H", "H", "C", "C", "C", "O", "C", "C", "C", "O", "O", "O", "H", "H", "H", "H", "C", "C", "C", "O", "C", "C", "C", "O", "O", "O", "H", "H", "H", "H", "C", "C", "C", "O", "C", "C", "C", "O", "O", "O", "H", "H", "H", "H", "C", "C", "C", "O", "C", "C", "C", "O", "O", "O", "H", "H", "H", "H", "C", "C", "C", "O", "C", "C", "C", "O", "O", "O", "H", "H", "H", "H"],
  "positions_angstrom": [[6.817, -2.104, -1.758], [5.843, -1.207, -2.466], [5.843, -1.274, -3.965], [5.100, -0.443, -1.740], [3.829, -0.160, -2.176], [3.356, 1.165, -2.169], [2.148, 1.389, -2.613], [1.280, 0.509, -3.049], [1.693, -0.733, -3.046], [0.755, -1.793, -3.566], [0.319, -2.756, -2.444], [0.805, -4.019, -2.698], [2.959, -1.133, -2.612], [7.766, -1.571, -1.629], [6.419, -2.351, -0.778], [7.003, -3.007, -2.333], [5.257, -0.497, -4.452], [5.464, -2.258, -4.263], [6.878, -1.245, -4.309], [3.979, 1.979, -1.827], [1.844, 2.360, -2.624], [1.292, -2.328, -4.353], [-0.096, -1.302, -4.037], [-0.765, -2.757, -2.335], [0.740, -2.413, -1.494], [3.249, -2.174, -2.652], [4.043, -6.776, 0.822], [4.460, -5.788, 0.027], [5.810, -5.810, -0.616], [6.125, -4.883, -1.348], [6.686, -6.931, -0.336], [6.277, -7.927, 0.463], [4.912, -7.918, 1.088], [4.577, -8.847, 1.793], [7.058, -8.964, 0.743], [3.708, -4.717, -0.248], [3.069, -6.769, 1.291], [7.666, -6.925, -0.793], [6.541, -9.544, 1.335], [4.255, -4.171, -0.840], [-3.321, 2.198, -4.220], [-2.225, 1.952, -3.502], [-2.293, 1.360, -2.125], [-1.239, 1.147, -1.537], [-3.593, 1.071, -1.563], [-4.703, 1.321, -2.273], [-4.637, 1.899, -3.661], [-5.671, 2.082, -4.269], [-5.916, 1.074, -1.803], [-0.990, 2.209, -3.954], [-3.282, 2.617, -5.217], [-3.626, 0.657, -0.565], [-6.545, 1.335, -2.507], [-0.393, 1.927, -3.237], [-3.152, 5.497, -0.545], [-3.045, 6.783, -0.180], [-3.611, 7.891, -1.023], [-3.497, 9.033, -0.628], [-4.264, 7.536, -2.275], [-4.367, 6.252, -2.639], [-3.823, 5.146, -1.782], [-3.962, 3.993, -2.161], [-4.955, 5.879, -3.775], [-2.439, 7.154, 0.941], [-2.751, 4.690, 0.053], [-4.653, 8.341, -2.882], [-4.906, 4.906, -3.805], [-2.502, 8.134, 0.973], [6.968, -6.459, 3.664], [7.107, -6.956, 4.901], [7.280, -6.055, 6.092], [7.382, -6.562, 7.189], [7.319, -4.615, 5.864], [7.183, -4.127, 4.624], [6.984, -5.028, 3.442], [6.848, -4.526, 2.337], [7.214, -2.821, 4.362], [7.099, -8.257, 5.150], [6.842, -7.092, 2.800], [7.460, -3.976, 6.724], [7.092, -2.741, 3.398], [7.214, -8.348, 6.117], [-10.648, -1.828, -0.260], [-10.242, -0.797, -1.011], [-8.927, -0.818, -1.734], [-8.623, 0.144, -2.416], [-8.075, -1.986, -1.581], [-8.479, -3.016, -0.827], [-9.807, -3.008, -0.125], [-10.119, -3.983, 0.529], [-7.739, -4.106, -0.653], [-10.973, 0.304, -1.166], [-11.594, -1.826, 0.263], [-7.123, -1.981, -2.093], [-8.260, -4.692, -0.071], [-10.458, 0.888, -1.753], [-2.243, 7.515, 4.115], [-2.283, 6.888, 5.297], [-2.452, 7.646, 6.583], [-2.499, 7.018, 7.622], [-2.546, 9.098, 6.517], [-2.502, 9.722, 5.332], [-2.359, 8.959, 4.049], [-2.343, 9.577, 2.997], [-2.582, 11.045, 5.219], [-2.178, 5.567, 5.411], [-2.122, 6.989, 3.181], [-2.650, 9.635, 7.449], [-2.528, 11.238, 4.264], [-2.241, 5.378, 6.367]],
  "mulliken_charge": [-1.225, 0.829, -1.346, -0.574, 0.305, -0.305, 0.200, -0.301, -0.534, -0.809, -0.304, -0.307, 0.315, 0.377, 0.320, 0.393, 0.360, 0.361, 0.418, 0.541, 0.299, 0.454, 0.323, 0.298, 0.317, 0.600, -0.926, 0.378, 0.978, -0.585, -0.822, 0.004, 1.144, -0.616, -0.578, -0.554, 0.462, 0.455, 0.387, 0.178, -0.563, 0.292, 0.962, -0.676, -0.870, 0.055, 1.107, -0.644, -0.554, -0.638, 0.436, 0.504, 0.331, 0.240, -0.915, 0.099, 1.087, -0.588, -1.012, 0.373, 0.607, -0.095, -0.625, -0.478, 0.516, 0.448, 0.308, 0.274, -0.763, 0.271, 0.860, -0.601, -0.998, 0.238, 1.062, -0.546, -0.593, -0.557, 0.572, 0.429, 0.341, 0.363, -0.938, 0.399, 1.067, -0.677, -1.020, 0.411, 0.929, -0.607, -0.571, -0.562, 0.424, 0.439, 0.362, 0.347, -0.980, 0.386, 0.858, -0.610, -0.948, 0.278, 1.157, -0.680, -0.568, -0.574, 0.581, 0.419, 0.347, 0.358],
  "total_charge": 1,
  "lumo_energy_ev": -4.4,
  "orbital_gap_ev": 6.6
}